Molecular formula: C24H41F3N2O3S
Method: DFT, wB97M-V/def2-TZVPD

The geometry in XYZ format:
```
74
Properties=species:S:1:pos:R:3:lowdin_charge:R:1
C 3.927 -1.873 1.169 -0.13
C 4.888 -1.010 0.324 -0.26
C 4.063 -0.243 -0.740 -0.21
C 3.405 1.026 -0.116 -0.21
C 4.322 2.227 -0.383 -0.22
C 3.733 3.572 0.078 -0.21
C 2.368 3.928 -0.566 -0.20
C 1.407 4.507 0.522 -0.19
C 0.604 3.349 1.164 -0.18
C -0.891 3.425 0.772 -0.19
C -1.381 2.164 0.025 -0.13
C -2.914 2.217 -0.113 -0.20
C -3.554 2.477 -1.470 -0.46
O -3.080 2.844 -2.468 0.16
N -4.942 2.212 -1.241 0.06
C -5.172 1.741 0.175 -0.12
C -3.786 1.072 0.468 -0.39
C -3.870 -0.264 -0.307 -0.10
C -2.778 -1.302 0.031 -0.08
C -3.282 -2.710 -0.107 -0.22
F -4.589 -2.975 -0.019 0.09
C -2.485 -3.769 -0.249 -0.35
F -2.547 -4.743 0.616 0.17
F -1.657 -3.952 -1.223 0.17
C -3.372 1.009 1.955 -0.19
S -4.608 0.261 3.027 0.68
O -5.504 -0.558 2.269 -0.31
O -3.884 -0.509 4.000 -0.35
H 3.329 -2.439 0.472 0.02
H 4.499 -2.529 1.823 0.07
H 3.316 -1.203 1.778 0.06
H 5.590 -1.639 -0.229 0.09
H 5.442 -0.305 0.950 0.10
H 3.313 -0.913 -1.164 0.10
H 4.764 0.105 -1.501 0.10
H 2.434 1.150 -0.599 0.09
H 3.314 0.918 0.966 0.11
H 5.249 2.064 0.179 0.11
H 4.619 2.318 -1.432 0.11
H 4.418 4.411 -0.056 0.11
H 3.564 3.493 1.160 0.10
H 2.519 4.624 -1.395 0.10
H 1.886 3.033 -0.963 0.08
H 0.785 5.270 0.050 0.10
H 2.037 5.031 1.243 0.10
H 1.045 2.370 0.978 0.09
H 0.658 3.509 2.245 0.11
H -1.125 4.266 0.115 0.11
H -1.493 3.586 1.672 0.10
H -0.878 2.106 -0.943 0.12
H -1.077 1.277 0.589 0.11
H -3.216 3.122 0.435 0.14
H -5.398 3.122 -1.291 0.13
H -6.021 1.076 0.060 0.12
H -5.332 2.586 0.856 0.13
H -4.852 -0.681 -0.107 0.10
H -3.840 -0.114 -1.387 0.13
H -1.964 -1.225 -0.696 0.13
H -2.389 -1.236 1.047 0.11
H -2.453 0.454 2.125 0.10
H -3.161 2.034 2.265 0.11
H -5.227 1.265 3.717 0.08
C 0.900 -6.144 -0.924 -0.10
C 1.154 -5.229 -2.117 -0.27
C 2.626 -5.193 -2.541 -0.18
C 3.468 -4.695 -1.443 -0.21
N 4.115 -4.300 -0.593 0.18
H 1.436 -5.803 -0.036 0.07
H -0.161 -6.161 -0.676 0.06
H 1.214 -7.167 -1.141 0.08
H 0.819 -4.219 -1.869 0.10
H 0.552 -5.568 -2.962 0.11
H 2.755 -4.539 -3.403 0.12
H 2.968 -6.191 -2.821 0.12
```

Computed properties:
largest force on an atom	0.07939	hartree/bohr
calculated total energy	-53658.8620	eV
total charge	0
SMILES string	CCCCCCCCCCC[C@H]1C(=O)NC[C@]1(CCC(F)=C(F)F)C[SH](=O)=O.CCCC#N